{
  "formula": "C5H5FN3O2",
  "method": "ωB97M-V/def2-TZVPD",
  "species": ["F", "O", "O", "N", "N", "N", "C", "C", "C", "C", "C", "H", "H", "H", "H", "H"],
  "coordinates": [[0.1157, 2.5537, 0.5096], [-0.7275, 0.4476, 2.4094], [-2.7238, 1.2451, 1.7517], [0.8239, -1.0074, -0.4881], [1.2597, -1.6616, -1.5694], [0.7147, -1.1353, -2.6179], [-0.0854, -0.1248, -2.2317], [-0.0295, -0.0490, -0.8582], [-1.5066, 1.0446, 1.6692], [-0.9365, 1.7256, 0.3802], [1.2624, -1.3408, 0.8329], [0.6339, -0.8059, 1.5503], [-0.6407, 0.4662, -2.9318], [-1.6515, 2.1074, -0.3404], [1.1837, -2.4191, 0.9760], [2.3075, -1.0463, 0.9584]],
  "forces_ev_per_angstrom": [[-0.42, -0.32, 0.10], [0.55, -0.13, 0.29], [-0.48, 0.15, -0.11], [-0.63, 0.51, -0.71], [0.68, -0.84, -0.05], [0.26, -0.35, -0.44], [0.03, -0.07, 0.66], [-1.81, 3.37, 1.53], [0.00, 0.41, -0.48], [1.53, -2.45, -0.99], [0.31, -0.21, 0.48], [0.08, -0.06, -0.11], [-0.11, 0.09, -0.10], [0.06, -0.12, -0.11], [-0.01, 0.04, 0.01], [-0.06, -0.02, 0.02]],
  "e_tot_ha": -608.0967,
  "total_charge": -1,
  "lumo_ev": 3.78,
  "relative_energy_kcal_mol": 0.0,
  "largest_force_ev_per_a": 4.120
}

---

{
  "formula": "C2H6NO3S",
  "method": "ωB97M-V/def2-TZVPD",
  "species": ["S", "O", "O", "O", "N", "C", "C", "H", "H", "H", "H", "H", "H"],
  "coordinates": [[-0.7879, -1.3835, 0.4066], [3.2349, 0.0735, -0.1456], [1.0204, -0.7422, 0.6994], [-0.6114, -2.6774, -0.3213], [-1.4464, -0.4244, -0.5914], [-1.9792, 0.8975, -0.0712], [2.1276, 0.4833, -0.1043], [1.8140, 1.2390, 0.5332], [-1.3150, 1.3409, 0.6574], [-3.0027, 0.9668, 0.2987], [1.5000, -1.5925, 0.7646], [1.4087, 0.2617, -1.0973], [-1.9630, 1.5574, -1.0289]],
  "forces_ev_per_angstrom": [[-1.15, -1.17, -0.44], [4.07, -1.06, 0.33], [-0.56, -1.67, 1.04], [0.59, 1.03, 0.89], [-0.97, 1.44, 0.46], [1.18, -0.02, -2.73], [-3.82, -1.19, -4.81], [-0.84, 1.80, 1.41], [0.20, 0.30, 0.29], [-0.12, -0.69, 0.10], [0.01, 0.61, -0.14], [1.42, 1.36, 1.87], [0.00, -0.75, 1.74]],
  "e_tot_ha": -758.4044,
  "total_charge": -1,
  "lumo_ev": 3.86,
  "relative_energy_kcal_mol": 87.9,
  "largest_force_ev_per_a": 6.258
}

---

{
  "formula": "C16H17N",
  "method": "ωB97M-V/def2-TZVPD",
  "species": ["N", "C", "C", "C", "C", "C", "C", "C", "C", "C", "C", "C", "C", "C", "C", "C", "C", "H", "H", "H", "H", "H", "H", "H", "H", "H", "H", "H", "H", "H", "H", "H", "H", "H"],
  "coordinates": [[-0.4825, 4.6000, 0.6361], [1.9332, -4.0634, -1.3778], [-0.7080, 2.3102, 0.1677], [-1.0705, -3.2250, 0.7546], [-0.0073, 1.1969, -1.8666], [-0.3031, 3.6058, -0.3286], [-0.1769, 3.7474, -1.7317], [-0.0937, 2.5207, -2.4710], [-1.0066, 3.8884, 1.8368], [2.5485, -2.2611, -0.0408], [0.5589, -4.0124, -0.9115], [-1.1243, 2.5934, 1.5205], [-1.6591, 1.4536, 2.2818], [0.2706, -3.1343, 0.1185], [-0.3530, 1.1677, -0.4995], [2.9218, -3.1991, -0.9918], [1.2391, -2.3047, 0.5571], [-0.8048, 5.5210, 0.3788], [-0.1896, 4.6913, -2.2533], [2.2019, -5.0918, -1.8473], [-1.5601, -4.2175, 0.7445], [-1.9494, 0.7370, 1.4628], [-0.8948, 1.1558, 3.0935], [4.0154, -3.2327, -1.3176], [0.0754, 0.2939, -2.4571], [-1.8720, -2.6364, 0.2307], [-0.1139, 2.5926, -3.5828], [-1.3869, 4.4011, 2.8272], [0.9196, -1.5272, 1.3713], [-2.4869, 1.6341, 2.9279], [-0.3671, 0.1383, -0.0555], [-1.1170, -3.1320, 1.8185], [-0.1537, -4.7078, -1.2744], [3.1969, -1.5038, 0.2790]],
  "forces_ev_per_angstrom": [[-0.44, -2.02, 1.63], [-1.90, -3.73, -0.60], [2.13, 3.31, 1.07], [-2.37, -0.64, -0.55], [-1.31, 3.16, 0.61], [-1.81, -0.02, -1.32], [0.31, -2.45, 0.06], [0.35, -0.14, -0.05], [-0.60, 2.24, -0.30], [-2.51, -0.42, 0.64], [3.61, 0.63, -0.28], [-0.39, -0.81, 0.16], [1.26, -1.00, 1.02], [-1.43, -1.63, -0.61], [0.27, -2.71, -1.49], [1.26, 0.75, 0.51], [1.94, 3.18, 1.13], [0.13, -0.11, 0.14], [0.12, 0.12, 0.03], [-0.37, 2.21, 0.05], [0.78, -0.15, -0.78], [0.44, -0.09, 1.63], [-0.75, -0.51, -1.72], [-1.84, -0.20, 0.26], [0.26, 0.14, 0.07], [0.89, 0.10, 0.70], [0.27, -0.04, 0.97], [1.14, -0.86, -2.47], [1.01, -1.51, -1.48], [-1.09, 0.56, 0.04], [-0.28, 1.19, -0.05], [0.37, 1.20, 0.74], [-0.45, -0.60, -0.22], [0.99, 0.85, 0.48]],
  "e_tot_ha": -674.5563,
  "smiles": "Cc1c[nH]c2ccccc12.Cc1ccccc1",
  "total_charge": 0,
  "lumo_ev": 0.89,
  "relative_energy_kcal_mol": 62.9,
  "largest_force_ev_per_a": 4.223
}

---

{
  "formula": "C7H51BNO24",
  "method": "ωB97M-V/def2-TZVPD",
  "species": ["O", "O", "O", "O", "O", "O", "O", "O", "O", "O", "O", "O", "O", "O", "O", "O", "O", "O", "O", "O", "O", "O", "O", "O", "N", "C", "C", "C", "C", "C", "C", "C", "B", "H", "H", "H", "H", "H", "H", "H", "H", "H", "H", "H", "H", "H", "H", "H", "H", "H", "H", "H", "H", "H", "H", "H", "H", "H", "H", "H", "H", "H", "H", "H", "H", "H", "H", "H", "H", "H", "H", "H", "H", "H", "H", "H", "H", "H", "H", "H", "H", "H", "H", "H"],
  "coordinates": [[-6.8388, 0.0572, 2.9290], [0.9575, -3.8938, 3.8103], [6.2662, 3.4247, 0.9704], [4.8911, 6.2964, -0.0246], [-5.1315, -2.2831, 1.7338], [-9.3146, -0.5019, 4.0687], [-0.5272, -1.8427, 2.0960], [-1.5211, -1.3326, 0.0869], [-7.7524, -5.4531, -2.0428], [3.8885, 6.0172, -4.6023], [-9.1740, 2.4629, 2.7262], [3.1629, -4.9776, -1.3647], [3.2331, -5.7506, 1.9841], [4.7994, 0.2682, 2.1925], [4.8964, 0.2628, -1.0652], [-1.4739, -3.6853, 1.0687], [1.9407, 5.8315, 1.1100], [2.7099, 2.2446, -5.1671], [-6.4993, -5.1714, 0.8168], [7.0839, 3.3231, -2.9068], [0.6623, 4.1016, -2.8493], [-8.6334, -3.0247, -0.2885], [2.2742, -2.1210, -2.4612], [4.0147, 3.4789, -3.0450], [-0.2294, 1.1567, 0.7295], [2.5165, 1.8651, -0.8114], [0.4748, 2.3790, 0.7941], [1.7927, 0.5207, -0.8982], [0.5147, -1.8969, 1.1021], [-0.1347, -1.1798, -0.2403], [0.5152, 0.3001, -0.1117], [1.7577, 2.8311, 0.1530], [-1.7333, -2.2172, 1.2720], [4.0179, -4.5375, -1.2988], [-1.1611, -4.0138, 1.9399], [-5.7245, -3.0343, 1.6005], [2.1506, 1.7010, -5.7341], [-6.3742, -0.7653, 2.7143], [1.7395, -4.0979, 3.2875], [4.8494, 1.1946, 2.4580], [3.4832, 2.0620, -1.3514], [2.4998, -1.8497, -3.3594], [-4.8888, -2.0151, 0.8384], [4.4715, -0.1834, 2.9792], [1.2820, -1.1210, 1.4835], [2.1741, 3.8646, 0.3620], [0.6172, -3.0756, 3.4063], [5.4923, 5.7703, 0.5186], [-8.3964, -5.1012, -2.6672], [0.9738, 3.4399, -2.2133], [4.8740, 3.3977, -2.6089], [-9.1547, 2.0835, 1.8402], [-2.7719, -1.9531, 1.8052], [-8.0322, -3.5510, 0.2591], [-9.4807, -3.4782, -0.2062], [-6.5444, -5.5687, 1.6951], [2.2324, -0.3089, -1.5444], [1.6972, -2.8855, -2.5866], [4.6183, -0.4536, -1.6482], [7.9341, 3.5018, -3.3249], [1.2299, 3.9759, -3.6199], [1.7044, 6.3495, 1.8884], [4.0409, 5.8482, 0.0707], [-6.7834, -5.8809, 0.2245], [-7.5892, -4.7172, -1.4368], [-0.0286, 3.1579, 1.4728], [4.8559, -0.1267, -0.1795], [-8.4424, 2.0255, 3.1815], [2.5941, 1.8624, -4.2856], [1.1147, -2.8528, 0.9487], [3.2006, -6.1360, 2.8680], [-9.9275, 0.1797, 4.3707], [-7.0947, -0.0531, 3.8517], [3.8799, 5.1423, -4.1867], [4.1742, 3.1429, -3.9384], [3.2028, 6.5043, -4.1316], [5.7211, 2.7449, 0.5515], [7.1493, 3.2663, 0.6172], [0.2014, -1.8218, -1.1154], [2.8150, -4.9401, -0.4668], [2.9572, -6.4710, 1.4044], [7.3146, 2.8346, -2.1073], [-9.6551, -0.7549, 3.2029], [1.3981, 6.2085, 0.4053]],
  "forces_ev_per_angstrom": [[0.07, 0.00, 0.14], [0.26, 0.09, 0.05], [0.05, -0.17, -0.15], [0.10, -0.12, 0.10], [-0.92, -0.05, 0.04], [-0.51, -0.03, 0.30], [1.60, -0.43, -0.76], [0.89, 0.29, -1.62], [-0.03, -0.04, 0.15], [-0.16, 0.02, -0.09], [-0.09, -0.04, 0.07], [0.14, -0.13, 0.06], [0.06, -0.20, 0.00], [0.17, 0.10, 0.12], [0.58, -0.37, 0.00], [-0.54, -0.38, -0.03], [-0.16, 0.43, 0.01], [-0.12, -0.29, 0.15], [-0.42, -0.11, 0.05], [0.21, -0.16, 0.21], [0.11, -0.08, -0.12], [-0.02, -0.30, 0.02], [0.24, -0.20, -0.59], [0.17, -0.06, -0.30], [5.19, 1.35, -2.84], [-4.60, -1.47, 2.89], [0.80, 0.61, -0.06], [0.05, 3.08, 1.27], [1.28, 2.69, 1.04], [0.45, -1.41, 2.80], [-0.99, -0.93, -1.42], [-0.06, -2.80, -1.39], [1.41, -0.10, 0.35], [-0.15, 0.02, -0.03], [-0.35, 0.41, -0.96], [0.22, 0.02, -0.08], [0.07, 0.15, -0.01], [0.32, 0.08, -0.27], [-0.09, -0.03, -0.12], [-0.06, -0.07, -0.09], [-1.56, -0.11, 0.86], [-0.08, -0.04, 0.07], [0.35, 0.02, 0.19], [-0.09, -0.04, -0.19], [-0.60, -1.32, -0.41], [-0.85, -1.63, -0.22], [-0.41, 0.01, -0.12], [-0.11, -0.05, -0.14], [0.11, -0.02, 0.08], [-0.05, 0.11, 0.05], [0.01, 0.24, -0.17], [0.13, 0.01, 0.13], [-0.11, 0.07, 0.07], [0.05, 0.12, 0.13], [0.08, 0.08, 0.00], [0.12, 0.11, -0.05], [-1.10, 1.28, 1.28], [0.12, -0.04, 0.25], [-0.03, 0.08, 0.08], [-0.18, 0.08, -0.05], [-0.02, 0.02, 0.10], [0.13, -0.09, -0.04], [-0.02, 0.13, 0.11], [0.14, 0.07, -0.06], [-0.08, 0.12, -0.28], [0.83, -1.20, -1.09], [-0.17, 0.18, 0.06], [0.02, -0.07, -0.24], [-0.08, 0.10, -0.01], [-1.29, 0.65, 0.03], [-0.04, 0.11, -0.07], [0.09, -0.03, -0.07], [-0.14, -0.07, -0.18], [0.05, 0.19, 0.22], [0.05, -0.06, 0.07], [0.11, -0.08, -0.02], [-0.07, 0.09, 0.02], [-0.08, 0.05, 0.13], [-0.50, 1.42, 0.63], [-0.10, 0.14, 0.01], [-0.03, 0.09, 0.06], [-0.08, -0.02, -0.12], [0.27, 0.09, 0.00], [0.04, -0.16, -0.01]],
  "e_tot_ha": -2182.6811,
  "total_charge": -1,
  "lumo_ev": 1.51,
  "largest_force_ev_per_a": 6.067
}

---

{
  "formula": "CH4NO2Si",
  "method": "ωB97M-V/def2-TZVPD",
  "species": ["Si", "O", "O", "N", "C", "H", "H", "H", "H"],
  "coordinates": [[-0.1399, -0.3627, 0.2338], [-2.2561, -1.1071, -0.1984], [-2.6235, 1.1245, -0.0626], [2.0700, 1.0363, 0.2216], [-1.9730, 0.1007, -0.0389], [-0.0176, -1.2690, 1.3716], [2.6559, 0.2038, 0.1843], [0.2698, -1.0936, -0.9709], [2.0144, 1.3672, -0.7405]],
  "forces_ev_per_angstrom": [[1.80, 0.88, -0.79], [0.08, -0.54, 0.07], [-0.26, 0.45, -0.02], [-2.24, -1.08, 0.56], [0.07, 0.58, 0.15], [0.29, 0.01, 0.45], [0.09, -0.06, -0.17], [0.20, -0.09, -0.16], [-0.04, -0.15, -0.10]],
  "e_tot_ha": -535.2275,
  "total_charge": -1,
  "lumo_ev": 4.18,
  "relative_energy_kcal_mol": 51.8,
  "largest_force_ev_per_a": 2.548
}

---

{
  "formula": "C15H16AsFN2O7S4Tc",
  "method": "ωB97M-V/def2-TZVPD",
  "species": ["Tc", "As", "S", "S", "S", "S", "F", "O", "O", "O", "O", "O", "O", "O", "N", "N", "C", "C", "C", "C", "C", "C", "C", "C", "C", "C", "C", "C", "C", "C", "C", "H", "H", "H", "H", "H", "H", "H", "H", "H", "H", "H", "H", "H", "H", "H", "H"],
  "coordinates": [[-1.6542, -0.6093, -0.5217], [-4.3149, -5.8391, 0.3228], [-3.9218, -2.9030, -1.4248], [-3.7445, -4.4270, 1.6371], [-1.9367, -2.6725, -1.2331], [-4.1685, -4.8947, -1.7626], [-2.2711, 0.1902, -2.0190], [-4.1206, 0.1933, 2.3659], [3.2635, 5.1632, -2.3821], [-0.3987, -1.2458, 1.1397], [-2.9950, -0.8577, 0.7405], [-1.3699, 1.2382, 0.2450], [3.1655, 2.2866, -3.8110], [-1.2821, 2.8687, 1.7647], [0.3227, -0.4941, -1.3104], [1.7090, 3.3667, -2.4491], [0.0457, -2.0778, 3.2757], [0.6780, 0.7115, -1.7860], [-1.1070, -1.7365, 2.3456], [-1.8280, -0.4543, 2.7825], [1.1049, -1.0145, 2.8940], [-1.1929, 1.7110, 1.4619], [-0.7518, 0.6447, 2.4675], [0.3707, -0.1937, 1.8485], [2.8223, -0.1167, -2.4073], [2.4562, -1.3560, -1.9049], [2.0864, 4.6756, -2.9616], [1.1961, -1.5103, -1.3682], [1.9219, 0.9382, -2.3386], [-3.1044, -0.2821, 1.9866], [2.3275, 2.2652, -2.9314], [3.7895, 0.0513, -2.8630], [0.9900, 0.3284, 1.1262], [1.2869, 5.3700, -2.7183], [0.4048, -3.0874, 3.0880], [-1.7503, -2.5584, 2.0471], [3.1308, -2.1993, -1.9370], [1.9943, -1.4733, 2.4659], [-0.4322, 1.1505, 3.3744], [1.4153, -0.3929, 3.7312], [2.1779, 4.5818, -4.0420], [4.0170, 4.7823, -2.8458], [-0.2656, -2.0195, 4.3170], [-0.0722, 1.4885, -1.7213], [0.8673, -2.4572, -0.9619], [-2.0925, -0.4584, 3.8369], [1.2305, 3.3257, -1.5635]],
  "forces_ev_per_angstrom": [[0.08, -0.18, -0.18], [0.04, 0.05, 0.07], [0.02, -0.03, 0.01], [-0.03, -0.06, -0.06], [0.00, 0.15, 0.13], [-0.02, 0.03, -0.01], [0.02, 0.03, -0.01], [0.01, 0.01, -0.06], [-0.01, 0.01, 0.00], [-0.01, 0.02, 0.00], [-0.05, -0.03, -0.08], [-0.13, -0.02, -0.06], [0.01, 0.01, 0.04], [0.03, -0.02, -0.10], [-0.05, 0.00, 0.03], [-0.05, -0.05, -0.06], [0.01, -0.01, -0.03], [-0.02, 0.05, 0.03], [0.00, 0.05, 0.00], [0.08, -0.07, -0.03], [0.03, 0.00, -0.02], [0.10, 0.01, 0.23], [-0.05, -0.02, -0.04], [-0.01, -0.01, 0.01], [-0.01, -0.04, -0.01], [0.02, 0.02, -0.02], [0.04, 0.02, 0.01], [-0.03, 0.00, 0.04], [0.03, -0.01, -0.02], [0.00, 0.05, 0.10], [0.05, 0.02, 0.03], [-0.01, 0.01, -0.01], [0.01, 0.01, 0.00], [0.01, 0.01, 0.03], [0.01, 0.01, 0.00], [0.01, 0.00, 0.03], [0.00, 0.00, 0.00], [0.00, -0.01, 0.01], [0.00, 0.01, 0.00], [-0.01, 0.00, 0.00], [-0.03, 0.01, -0.02], [0.01, -0.02, -0.01], [0.00, 0.01, 0.00], [0.00, -0.01, 0.00], [-0.01, 0.01, 0.00], [-0.03, -0.01, 0.00], [-0.02, 0.01, -0.01]],
  "e_tot_ha": -5226.4331,
  "total_charge": 1,
  "lumo_ev": [-6.14, -6.13],
  "largest_force_ev_per_a": 0.272
}

---

What did the first record say?
{
  "formula": "C5H5FN3O2",
  "method": "ωB97M-V/def2-TZVPD",
  "species": ["F", "O", "O", "N", "N", "N", "C", "C", "C", "C", "C", "H", "H", "H", "H", "H"],
  "coordinates": [[0.1157, 2.5537, 0.5096], [-0.7275, 0.4476, 2.4094], [-2.7238, 1.2451, 1.7517], [0.8239, -1.0074, -0.4881], [1.2597, -1.6616, -1.5694], [0.7147, -1.1353, -2.6179], [-0.0854, -0.1248, -2.2317], [-0.0295, -0.0490, -0.8582], [-1.5066, 1.0446, 1.6692], [-0.9365, 1.7256, 0.3802], [1.2624, -1.3408, 0.8329], [0.6339, -0.8059, 1.5503], [-0.6407, 0.4662, -2.9318], [-1.6515, 2.1074, -0.3404], [1.1837, -2.4191, 0.9760], [2.3075, -1.0463, 0.9584]],
  "forces_ev_per_angstrom": [[-0.42, -0.32, 0.10], [0.55, -0.13, 0.29], [-0.48, 0.15, -0.11], [-0.63, 0.51, -0.71], [0.68, -0.84, -0.05], [0.26, -0.35, -0.44], [0.03, -0.07, 0.66], [-1.81, 3.37, 1.53], [0.00, 0.41, -0.48], [1.53, -2.45, -0.99], [0.31, -0.21, 0.48], [0.08, -0.06, -0.11], [-0.11, 0.09, -0.10], [0.06, -0.12, -0.11], [-0.01, 0.04, 0.01], [-0.06, -0.02, 0.02]],
  "e_tot_ha": -608.0967,
  "total_charge": -1,
  "lumo_ev": 3.78,
  "relative_energy_kcal_mol": 0.0,
  "largest_force_ev_per_a": 4.120
}

---

Question: What is the formula in the first record?
Answer: C5H5FN3O2